{"formula": "C6H7NO2S2", "method": "wB97M-V/def2-TZVPD", "species": ["C", "C", "C", "C", "C", "C", "H", "H", "H", "H", "H", "H", "H", "N", "O", "O", "S", "S"], "xyz": [[-3.187, 0.301, -0.220], [-1.644, 0.076, -0.500], [-0.826, 1.062, -0.095], [0.627, 0.734, -0.108], [1.249, -0.425, 0.184], [2.651, -0.774, -0.057], [-3.378, -0.998, 1.632], [-3.371, 1.439, -0.426], [-3.839, -0.434, -1.005], [-1.097, 2.168, 0.008], [1.223, 1.542, -0.478], [2.837, -1.864, -0.246], [5.202, 0.767, -0.047], [3.541, 0.121, 0.194], [-3.576, 0.011, 1.268], [4.839, -0.258, 0.108], [0.148, -1.897, 0.603], [-1.397, -1.571, -0.814]], "forces_ev_per_a": [[-0.9, -0.8, -0.7], [-3.7, 2.0, 2.4], [1.7, -0.3, -0.8], [-0.2, 0.2, 0.2], [-2.1, -0.7, -0.8], [0.9, -0.3, 1.1], [-0.4, 3.8, -2.2], [-0.2, -2.3, 0.8], [1.5, 2.2, 2.3], [0.0, -2.0, 0.1], [0.7, 0.3, -0.1], [0.3, 1.1, 0.0], [-0.6, -4.4, 0.8], [-2.4, -0.5, -0.2], [1.3, -2.4, -1.5], [2.0, 4.2, -1.1], [0.4, 1.1, -0.6], [1.8, -1.2, 0.4]], "smiles": "OCC1=CC=C(/C=N/O)SS1", "de_lowest_kj_mol": 403.9, "fmax_ev_per_a": 4.9, "total_energy_ev": -33585.7270, "lumo_ev": -0.711, "charge": 0, "multiplicity": 1}